Molecular formula: C35H59INO20P
Method: DFT, ωB97M-V/def2-TZVPD

Computed properties:
SMILES: COCCCCCCCCCCC[C@@]1(N)OC(=O)O[C@H]1P(O)I.C[C@@H]1COC(=O)O1.C[C@@H]1COC(=O)O1.C[C@@H]1COC(=O)O1.C[C@@H]1COC(=O)O1.C[C@@H]1COC(=O)O1
E_LUMO: -0.07 eV
total energy: -97084.4756 eV

Geometry (Å):
I (-1.05, -0.57, 4.99)
P (-1.76, -1.39, 2.80)
O (5.00, 2.34, 2.12)
O (-3.07, -0.47, 2.53)
O (5.77, -5.52, -2.43)
O (-4.49, -5.37, -9.83)
O (-4.14, -0.69, -4.40)
O (-4.82, 0.00, -6.44)
O (-6.16, 6.45, 6.23)
O (-3.26, -3.59, -9.34)
O (-5.03, 6.56, 8.14)
O (-6.87, 5.28, 8.03)
O (-3.37, 3.05, 5.75)
O (6.10, -3.34, -2.70)
O (-2.29, -5.62, -9.43)
O (-2.89, 0.73, -5.55)
O (-0.90, -0.45, 0.40)
O (1.28, -0.08, 0.48)
O (-3.48, 2.34, 3.65)
O (7.36, -4.48, -1.22)
O (-1.48, 2.92, 4.53)
O (0.10, 0.72, -1.23)
N (1.68, 0.05, 2.77)
C (4.57, 2.94, 0.91)
C (-4.70, 7.56, 4.65)
C (5.61, -1.75, 0.13)
C (-6.11, 6.03, 7.52)
C (-4.53, -3.07, -9.80)
C (-4.78, 3.02, 5.41)
C (4.65, -5.04, -3.20)
C (-2.65, 2.79, 4.64)
C (3.80, 1.37, -1.02)
C (6.05, -2.53, 1.38)
C (-4.92, -1.84, -9.03)
C (-2.87, -0.65, -3.72)
C (-3.25, -4.93, -9.52)
C (3.41, 2.21, 0.21)
C (-4.77, 2.08, 4.23)
C (5.07, 0.52, -0.91)
C (-5.22, 7.53, 6.06)
C (4.22, -6.06, -4.22)
C (-4.21, 7.19, 7.14)
C (-2.32, 0.67, -4.24)
C (-4.03, 0.01, -5.55)
C (2.66, -2.53, 1.25)
C (4.97, -3.39, 2.04)
C (0.16, 0.14, -0.22)
C (4.08, 2.45, 3.19)
C (3.68, -2.64, 2.39)
C (0.95, -0.68, 1.76)
C (-3.05, -0.74, -2.23)
C (-5.41, -4.29, -9.62)
C (1.23, -2.18, 1.68)
C (5.21, -0.29, 0.39)
C (5.21, -3.74, -3.75)
C (-0.56, -0.37, 1.81)
C (6.50, -4.45, -2.04)
C (-5.61, 2.62, 6.59)
H (-1.24, 0.70, -4.31)
H (6.44, -1.76, -0.58)
H (4.73, -4.25, 1.40)
H (1.77, -0.53, 3.60)
H (3.18, -3.17, 3.22)
H (-2.68, 1.51, -3.66)
H (-5.79, -4.36, -8.59)
H (3.88, 2.05, -1.88)
H (3.95, -1.64, 2.78)
H (-2.07, -0.77, -1.75)
H (4.29, -0.24, 0.98)
H (5.45, 2.94, 0.26)
H (5.96, 1.14, -1.08)
H (-4.14, -1.08, -9.09)
H (6.89, -3.19, 1.10)
H (-5.84, -1.42, -9.43)
H (-5.40, 1.59, 6.90)
H (2.98, -1.78, 0.51)
H (-2.28, -1.48, -4.10)
H (-5.08, -2.07, -7.98)
H (-4.42, -2.85, -10.87)
H (5.05, -0.19, -1.75)
H (5.79, -3.90, -4.66)
H (-4.04, 8.42, 4.52)
H (4.47, -2.97, -3.91)
H (-0.62, 0.69, 2.12)
H (2.69, 2.97, -0.13)
H (3.33, -5.72, -4.75)
H (3.98, 1.47, 3.68)
H (2.96, 0.70, -1.25)
H (1.03, -2.61, 2.68)
H (2.64, -3.49, 0.72)
H (-6.67, 2.70, 6.34)
H (2.86, 1.60, 0.93)
H (-5.52, 7.65, 3.94)
H (-5.54, 2.27, 3.50)
H (2.63, 0.21, 2.44)
H (-5.05, 4.03, 5.08)
H (4.79, -2.29, -0.37)
H (-3.70, 8.05, 7.57)
H (3.99, -7.01, -3.74)
H (3.83, -4.83, -2.50)
H (4.45, 3.17, 3.93)
H (-3.59, 0.12, -1.85)
H (-2.91, 0.49, 2.54)
H (-5.74, 8.46, 6.31)
H (-6.23, -4.36, -10.32)
H (-3.60, -1.64, -1.96)
H (6.44, -1.83, 2.13)
H (-3.47, 6.46, 6.79)
H (0.51, -2.64, 0.99)
H (-5.42, 3.27, 7.44)
H (-4.14, 6.66, 4.42)
H (-4.80, 1.03, 4.55)
H (4.30, 3.99, 1.09)
H (5.38, -3.80, 2.97)
H (5.02, -6.24, -4.95)
H (5.98, 0.16, 1.03)
H (3.09, 2.77, 2.86)

Here are the Mulliken charges for atoms 1 to 5, given in e:
1. I -0.118
2. P -0.046
3. O -0.364
4. O -0.348
5. O -0.373